ORCA calculation (wB97M-V/def2-TZVPD) on a cluster of 2 separate species, CF4N2O in total in a non-equilibrium geometry.

Structure (XYZ):
```
8
Properties=species:S:1:pos:R:3:forces:R:3:mulliken_charge:R:1
C 0.586981 0.459771 -0.170396 -2.980 1.652 0.947 0.565
N 0.711642 -0.768092 -0.603874 2.552 -2.190 -1.872 0.300
N -1.247057 0.746740 0.602245 2.205 0.766 -1.820 0.062
O 1.214213 1.447603 -0.281520 -0.094 -0.724 0.232 -0.351
F -0.154223 -1.787198 -0.605819 0.247 0.965 0.013 -0.104
F 1.764976 -1.063261 -1.588452 -2.237 0.637 1.913 -0.186
F -1.940098 -0.412146 0.837917 0.651 0.213 0.950 -0.133
F -0.936435 1.376583 1.809899 -0.344 -1.320 -0.364 -0.152
```
Positions in Å, forces in eV/Å.

## Properties
total charge = 0
energy relative to the best compared isomer or geometry (same formula, charge and spin) = 208.8 kcal/mol

---

ORCA calculation (wB97M-V/def2-TZVPD) on a cluster of 2 separate species, CF4O2P in total in a non-equilibrium geometry.

Structure (XYZ):
```
8
Properties=species:S:1:pos:R:3:forces:R:3:mulliken_charge:R:1
C 0.490126 0.290703 -0.680558 -1.148 2.492 0.935 0.690
O -1.446102 -1.601456 -0.190438 -1.186 0.886 -0.048 -0.500
O 0.561563 -1.668590 1.349401 0.072 1.342 0.635 -0.514
F 0.501028 1.641998 -0.464477 -0.439 -1.537 0.186 -0.209
F -0.132587 0.068960 -1.813874 -0.267 0.060 -1.124 -0.200
F 1.727875 -0.068417 -0.776682 1.735 -0.794 -0.129 -0.198
F -1.687766 2.346308 2.464894 0.190 -0.465 -0.292 -0.915
P -0.382074 -0.910296 0.521581 1.042 -1.983 -0.163 0.846
```
Positions in Å, forces in eV/Å.

## Properties
total charge = -1
energy relative to the best compared isomer or geometry (same formula, charge and spin) = 113.7 kcal/mol

---

ORCA calculation (wB97M-V/def2-TZVPD) on a structure of composition CF5LiO3PRb in a non-equilibrium geometry.

Structure (XYZ):
```
12
Properties=species:S:1:pos:R:3:forces:R:3:mulliken_charge:R:1
P -1.539763 0.874795 -1.409723 -0.062 0.049 0.765 1.143
F -2.141946 2.255490 -0.958514 0.335 -0.865 -0.361 -0.202
F 1.505116 -1.025997 4.181888 -0.051 -0.087 -0.837 -0.943
F -2.534984 0.859475 -2.669742 0.601 -0.020 0.735 -0.346
F -2.173401 -0.469652 -0.887487 0.288 0.746 -0.411 -0.201
F -0.627789 0.897768 -0.038785 -0.535 0.056 -0.889 -0.389
O -0.281808 0.877400 -2.380696 -0.515 0.040 0.134 -0.251
O 1.838647 0.851311 -3.015746 0.659 0.113 -0.287 -0.787
C 1.024512 0.407265 -2.213933 -0.146 -0.307 0.436 0.927
O 1.249807 -0.450581 -1.334235 0.409 -0.323 0.123 -0.746
Li 3.155371 -0.404393 -2.138913 -0.861 0.409 -0.130 0.889
Rb 1.150980 -1.260172 1.642010 -0.120 0.189 0.721 0.908
```
Positions in Å, forces in eV/Å.

## Properties
total charge = 0
energy relative to the best compared isomer or geometry (same formula, charge and spin) = 0.0 kcal/mol

---

ORCA calculation (wB97M-V/def2-TZVPD) on the molecule CFN in a non-equilibrium geometry.

Structure (XYZ):
```
3
Properties=species:S:1:pos:R:3:forces:R:3:mulliken_charge:R:1
C 0.185589 -0.090966 0.044827 -10.206 8.678 -4.690 0.400
N -0.859758 0.818806 -0.449317 10.172 -8.763 4.749 -0.238
F 0.938828 -0.962884 0.542939 0.034 0.085 -0.059 -0.162
```
Positions in Å, forces in eV/Å.

## Properties
SMILES = N#CF
total charge = 0
energy relative to the best compared isomer or geometry (same formula, charge and spin) = 55.1 kcal/mol

---

ORCA calculation (wB97M-V/def2-TZVPD) on a cluster of 2 separate species, CFNO3 in total in a non-equilibrium geometry.

Structure (XYZ):
```
6
Properties=species:S:1:pos:R:3:forces:R:3:mulliken_charge:R:1
C -2.070044 -0.146623 0.323798 -0.010 0.981 -2.248 0.687
N 2.439814 0.239584 -0.038967 0.401 0.912 -0.885 0.394
O -1.690759 -0.438854 1.350218 0.567 -0.968 2.754 -0.316
O -2.360297 0.206416 -0.738108 -0.535 -0.019 -0.497 -0.371
O 2.352874 0.846319 -1.003132 -0.178 -0.890 1.090 -0.170
F 1.328411 -0.706840 0.106192 -0.245 -0.015 -0.214 -0.224
```
Positions in Å, forces in eV/Å.

## Properties
SMILES = O=C=O.O=NF
total charge = 0
energy relative to the best compared isomer or geometry (same formula, charge and spin) = 1.6 kcal/mol

---

ORCA calculation (wB97M-V/def2-TZVPD) on a structure of composition CH10Li2N2O5 in a non-equilibrium geometry.

Structure (XYZ):
```
20
Properties=species:S:1:pos:R:3:forces:R:3:mulliken_charge:R:1
Li 11.023146 -0.310893 22.034885 -1.600 -0.719 -0.484 0.883
Li 8.970238 -1.002633 20.591355 0.644 0.101 0.317 0.881
O 10.919701 -1.283062 20.272630 0.115 1.002 1.116 -1.036
H 11.854845 -1.090198 20.162283 -0.032 -0.305 -0.583 0.145
O 9.114875 -0.366317 22.540022 0.711 -0.075 -0.449 -1.067
H 8.781237 -1.042914 23.134529 0.134 0.098 0.118 0.161
O 9.043848 1.195541 19.919185 -0.136 0.010 -0.328 -0.592
H 8.791758 2.105955 20.098413 0.049 -0.010 0.182 0.258
H 9.769169 1.230345 19.283933 0.102 -0.141 0.098 0.347
O 7.196929 -1.895055 20.803968 -0.144 -0.048 -0.005 -0.565
H 6.564749 -2.212694 20.153076 0.129 -0.006 -0.095 0.262
H 6.712330 -1.755772 21.622876 0.107 0.104 0.030 0.273
C 7.756360 -0.925668 17.241312 0.220 -0.154 0.213 0.513
O 8.277022 -1.645712 18.078806 -0.406 0.159 -0.138 -0.537
N 7.394586 0.371803 17.500592 0.125 -0.366 -0.544 -0.334
N 7.461989 -1.357208 15.944246 -0.296 0.445 0.398 -0.497
H 7.634471 0.770184 18.393736 0.044 -0.109 0.095 0.267
H 6.745763 0.831004 16.890221 -0.022 0.078 0.043 0.186
H 7.570740 -2.340681 15.778538 0.360 -0.061 0.086 0.242
H 7.751895 -0.752957 15.194814 -0.103 -0.004 -0.070 0.209
```
Positions in Å, forces in eV/Å.

## Properties
total charge = 0
energy = -545.0214 Ha

---

ORCA calculation (wB97M-V/def2-TZVPD) on a cluster of 3 separate species, CH10N2O2 in total.

Structure (XYZ):
```
15
Properties=species:S:1:pos:R:3:forces:R:3:mulliken_charge:R:1
N 1.417060 -1.162957 -0.592821 -0.015 0.462 -0.057 -0.522
C 0.631335 -0.665046 0.536873 0.070 0.125 -0.832 -0.258
N 0.462477 0.771391 0.551558 0.234 0.524 0.414 -0.538
H 0.940897 -1.774194 -1.229145 -0.021 -0.170 -0.001 0.151
H 2.330212 -1.504598 -0.352501 -0.001 -0.211 0.031 0.220
H -0.374517 -1.079677 0.470754 0.072 -0.236 0.394 0.271
H 1.140526 -0.978081 1.447582 -0.253 -0.012 0.187 0.251
H -0.362144 1.132059 0.101293 -0.141 -0.302 -0.179 0.226
H 1.259554 1.263766 0.171627 0.078 -0.172 0.035 0.194
H -0.788003 -2.681838 -3.698963 -0.280 -0.167 -0.060 0.325
H -1.331050 -3.075446 -2.347577 -0.179 -0.113 0.003 0.324
O -1.516157 -3.171148 -3.288452 0.452 0.281 0.055 -0.639
H -0.058138 4.206421 2.296487 -0.123 -0.084 0.109 0.318
H -0.828287 4.750408 3.500141 0.004 -0.071 -0.073 0.314
O -0.824418 4.032920 2.856807 0.103 0.146 -0.025 -0.637
```
Positions in Å, forces in eV/Å.

## Properties
SMILES = NCN.O.O
total charge = 0
energy relative to the best compared isomer or geometry (same formula, charge and spin) = 13.9 kcal/mol

---

ORCA calculation (wB97M-V/def2-TZVPD) on a cluster of 3 separate species, CH10N2O2 in total.

Structure (XYZ):
```
15
Properties=species:S:1:pos:R:3:forces:R:3:mulliken_charge:R:1
N 2.062374 -1.582387 -0.550589 0.086 0.330 -0.737 -0.663
C 0.823280 -1.069300 0.056732 -0.176 -0.231 -0.058 -0.344
N 0.178410 -2.056387 0.918312 0.341 0.272 -0.114 -0.585
H 1.837722 -2.095628 -1.407491 -0.057 -0.106 0.432 0.228
H 2.627820 -0.810380 -0.915809 -0.138 -0.117 0.432 0.245
H 1.052392 -0.228880 0.696589 0.328 0.275 0.072 0.360
H 0.118236 -0.696906 -0.687056 -0.244 -0.133 0.011 0.316
H -0.203919 -2.822825 0.377562 0.112 -0.053 -0.037 0.200
H 0.945908 -2.424673 1.478229 -0.366 -0.237 0.066 0.272
H -2.951880 0.172777 0.825982 0.599 0.016 0.474 0.309
H -1.957389 -0.582222 1.739078 0.154 -0.090 -0.141 0.320
O -2.153305 0.288142 1.375407 -0.628 0.085 -0.422 -0.656
H 0.284995 4.005656 -2.104201 -0.059 0.198 -0.060 0.318
H -0.558169 3.183311 -1.173890 -0.204 0.103 0.102 0.318
O -0.548383 4.037679 -1.621682 0.252 -0.311 -0.022 -0.637
```
Positions in Å, forces in eV/Å.

## Properties
SMILES = NCN.O.O
total charge = 0
energy relative to the best compared isomer or geometry (same formula, charge and spin) = 7.7 kcal/mol

---

ORCA calculation (wB97M-V/def2-TZVPD) on a cluster of 4 separate species, CH10N2O3 in total in a non-equilibrium geometry.

Structure (XYZ):
```
16
Properties=species:S:1:pos:R:3:forces:R:3:mulliken_charge:R:1
N 0.847468 1.664290 -1.148974 1.384 -0.010 1.517 -0.324
C 1.499811 1.223272 -0.035608 -1.444 -0.773 -0.966 -0.040
N 1.048074 0.210959 0.622963 0.768 0.301 0.730 -0.580
H 0.078475 1.102734 -1.552519 0.222 0.638 -0.067 0.334
H 1.165154 2.583551 -1.369520 -0.476 0.221 -1.024 0.181
H 2.420894 1.757589 0.184948 -0.014 0.133 0.291 0.293
H 1.650106 0.051853 1.436252 -0.084 -0.159 -0.343 0.158
H 0.029066 -1.900228 0.379056 0.183 0.238 0.236 0.334
H -1.469067 -1.954128 0.733210 0.369 0.006 -0.081 0.344
O -0.829932 -2.145779 0.028377 -0.572 -0.116 -0.142 -0.720
H -0.622416 0.009092 1.701198 0.164 -0.192 -0.224 0.403
H -1.193717 0.459110 3.026790 -0.193 -0.978 -0.473 0.295
O -1.185557 -0.319242 2.423754 0.038 1.137 0.611 -0.675
H -1.659151 -0.276411 -2.493580 0.071 -0.257 0.407 0.303
H -0.746197 -0.733093 -1.254524 -0.571 -0.331 -0.367 0.418
O -0.784072 -0.229927 -2.095485 0.156 0.141 -0.103 -0.726
```
Positions in Å, forces in eV/Å.

## Properties
SMILES = [H]/N=C/N.O.O.O
total charge = 0
energy relative to the best compared isomer or geometry (same formula, charge and spin) = 7.4 kcal/mol

---

ORCA calculation (wB97M-V/def2-TZVPD) on a cluster of 4 separate species, CH10N2O4 in total in a non-equilibrium geometry.

Structure (XYZ):
```
17
Properties=species:S:1:pos:R:3:forces:R:3:lowdin_spin:R:1
N -0.068825 0.378460 1.396195 -0.459 0.740 0.455 0.041
C -0.588508 1.640692 1.084457 1.261 0.465 -0.592 0.129
N -0.946769 1.796826 -0.238502 -0.458 0.613 -0.379 0.068
O -0.541205 2.579216 1.870000 -0.405 -0.328 -0.027 0.028
H -0.765403 -0.357310 1.345035 0.270 -0.279 -0.178 0.006
H 0.286164 0.518226 2.336214 0.001 -0.635 0.096 0.014
H -1.104393 2.777458 -0.430403 -0.229 0.086 0.167 0.022
H -0.311793 1.467750 -0.971787 -0.005 -0.672 0.467 0.083
H -0.398921 -1.304536 -2.547328 0.164 0.089 0.378 0.048
H 0.395522 -0.941546 -1.252068 -0.392 -0.411 -0.365 0.046
O -0.341393 -1.502562 -1.597463 0.230 0.272 0.039 0.125
H -1.840305 -3.309109 0.969220 -0.252 -0.470 0.513 0.006
H -1.370970 -2.347476 -0.049005 0.760 0.332 0.491 0.014
O -1.241453 -2.569632 0.903435 -0.381 0.253 -1.013 0.044
H 2.332681 0.677851 -0.531659 -0.078 0.022 -0.032 0.063
H 3.724234 0.280905 -1.025270 -0.144 -0.004 -0.059 0.053
O 2.781337 0.214789 -1.261071 0.118 -0.072 0.038 0.211
```
Positions in Å, forces in eV/Å.

## Properties
multiplicity = 2
⟨S²⟩ = 0.7505
total charge = -1
energy relative to the best compared isomer or geometry (same formula, charge and spin) = 10.4 kcal/mol

---

ORCA calculation (wB97M-V/def2-TZVPD) on a cluster of 4 separate species, CH10N2O4 in total in a non-equilibrium geometry.

Structure (XYZ):
```
17
Properties=species:S:1:pos:R:3:forces:R:3:mulliken_charge:R:1
N -0.203441 1.409845 0.372172 0.197 -0.740 -1.296 -0.293
C 0.104087 0.448001 -0.673711 0.888 5.645 -4.336 0.832
N 1.415459 0.712498 -1.214293 -0.474 -0.405 1.472 -0.403
O -0.801865 0.434372 -1.622778 0.353 0.328 2.004 -0.541
H -0.310617 1.099804 1.334269 0.167 0.018 1.344 0.284
H -0.758718 2.175944 0.013761 -0.487 -0.291 0.186 0.232
H 1.899019 1.432471 -0.706298 0.311 -0.155 0.044 0.253
H 1.563269 0.703776 -2.212668 -0.263 -0.630 0.084 0.252
H -1.384327 -2.449944 -2.065378 0.104 0.178 0.065 0.289
H 0.559457 0.720406 3.759870 -0.170 -0.033 0.143 0.190
O 0.362225 0.715620 2.826191 -0.312 -0.704 -0.533 -1.036
H -0.857118 -0.892015 -1.862423 -0.340 -2.858 -0.047 0.436
H 0.168272 -0.540218 -0.095742 -0.471 -2.470 2.438 0.108
O -0.672999 -1.921459 -1.682979 -0.124 1.000 -0.513 -0.658
H 0.025019 -0.553301 2.231856 0.905 1.162 0.801 0.405
H 0.221975 -2.137824 1.645622 0.211 0.094 -0.007 0.303
O -0.159062 -1.270304 1.478669 -0.496 -0.139 -1.850 -0.653
```
Positions in Å, forces in eV/Å.

## Properties
total charge = 0
energy relative to the best compared isomer or geometry (same formula, charge and spin) = 202.1 kcal/mol

---

ORCA calculation (wB97M-V/def2-TZVPD) on a cluster of 4 separate species, CH10N2O4 in total in a non-equilibrium geometry.

Structure (XYZ):
```
17
Properties=species:S:1:pos:R:3:forces:R:3:mulliken_charge:R:1
N 1.777941 1.741074 -0.625043 -1.398 -1.555 0.005 -0.408
C 1.716811 0.402631 -1.033809 0.404 -1.130 -2.596 0.475
N 0.477088 -0.232368 -0.965381 -0.007 1.969 0.836 -0.301
O 2.652838 -0.230096 -1.593842 -1.215 1.858 2.190 -0.639
H 0.867288 2.250377 -0.522971 1.517 -0.710 -0.274 0.241
H 2.588532 2.162037 -1.024458 0.145 0.721 -0.095 0.248
H 0.531618 -1.196303 -1.154644 -0.050 -0.885 -0.602 0.205
H -0.365363 0.279363 -1.240821 0.591 -0.370 0.602 0.191
H -3.240216 -1.319525 -0.372117 1.113 1.090 1.633 0.329
H -2.516226 -1.565123 1.007632 -0.266 1.419 -1.155 0.324
O -2.726048 -0.830631 0.354557 -0.864 -2.410 -0.571 -0.641
H -1.363843 2.420143 0.722186 -0.202 0.097 1.313 0.310
H -2.244953 1.407341 -0.117370 0.451 0.297 0.628 0.306
O -1.537295 2.074447 -0.131955 -0.195 -0.428 -1.876 -0.632
H 1.088219 -1.974293 2.796240 -0.200 0.537 0.966 0.314
H 1.391954 -2.589898 1.540009 -0.447 -0.742 0.216 0.322
O 0.901655 -2.799175 2.361787 0.623 0.241 -1.221 -0.644
```
Positions in Å, forces in eV/Å.

## Properties
SMILES = NC(N)=O.O.O.O
total charge = 0
energy relative to the best compared isomer or geometry (same formula, charge and spin) = 26.2 kcal/mol